Computed, not measured: C15H16Br2F3PbS5SbSe5Te as an isolated structure, with ωB97M-V/def2-TZVPD.

Each line ends with the Mulliken charge.
Geometry (Å):
C 4.62782 -0.57652 0.89168  0.00
S 5.84228 -0.84891 -0.29179  -0.12
H -3.67089 0.83369 3.45866  0.35
Te 2.66916 -0.01651 0.37499  0.22
C -1.18775 1.77617 -1.48234  0.73
Br -1.57808 1.19180 4.73557  -0.13
H 1.14065 0.75808 -2.58914  0.19
Br -3.21452 -1.51675 4.10590  -0.13
C 7.00526 -1.26965 0.88840  -0.47
Se -2.89050 -8.13772 -0.19730  -0.72
Sb -2.31913 -5.85303 0.32361  0.64
C 0.73119 -3.22358 3.68168  0.22
H -3.33342 1.55126 0.40330  0.31
H -1.36775 5.85779 -4.02322  0.34
C -2.25359 5.29704 -3.71882  -1.46
F 1.46576 -2.04701 3.50671  -0.25
H -3.14281 4.52966 -1.26883  0.21
H -2.01881 2.39830 1.19602  0.28
C -2.43123 3.82274 -1.68338  -1.31
C -2.75573 2.47723 0.39523  -1.42
Se 0.17979 -5.40283 0.52104  -0.56
C -0.96136 3.15821 -3.43492  -1.00
C -1.87611 4.07185 -2.92821  0.74
H 0.91061 1.52859 -4.17442  0.36
C 0.39970 1.06760 -3.32854  -1.30
Se -0.65940 0.26495 -0.40045  0.02
S 1.89755 -2.29861 0.21738  -0.17
H -2.89045 5.96114 -3.13448  0.34
S -1.46513 -1.68384 -1.18696  -0.08
H -3.42103 3.30981 0.62558  0.36
F 0.20529 -3.08406 4.94583  -0.22
H -0.50409 3.34006 -4.40259  0.34
C -0.60103 2.01310 -2.73383  0.90
Pb -0.90534 -3.25359 1.87443  0.95
S 1.78604 -2.70178 -1.75745  0.01
H 4.50316 -0.72869 3.03093  0.42
C 6.48372 -1.20535 2.14589  -0.50
H -0.08441 0.15363 -3.67317  0.20
H -2.79569 5.02421 -4.62683  0.30
Se -3.28562 -4.15156 -1.18611  -0.57
C 5.11871 -0.80677 2.14594  -0.32
F 1.69008 -4.18445 3.81696  -0.24
H 8.00465 -1.55749 0.60380  0.37
H 7.04418 -1.44831 3.03733  0.35
C -2.76384 0.24888 3.53280  0.30
H -2.25285 0.16394 2.57981  -0.47
S -0.15020 -2.40296 -2.57062  -0.10
C -2.10512 2.68621 -0.94641  0.78
Se -2.81971 -5.08598 2.70035  -0.66

The frontier orbital gap is 5.18 eV. The calculation puts the HOMO energy at -1.9 eV. The calculation puts the energy above the lowest of the compared OMol25 structures with the same formula, charge and spin at 142.7 kJ/mol. Its total charge is -2.

Computed, not measured: C34H38N4O3P2PdS as an isolated structure, with ωB97M-V/def2-TZVPD.

Each line ends with the Mulliken charge.
Geometry (Å):
H -1.02667 -3.93248 5.21542  0.36
C -2.95489 2.24688 1.98734  -1.96
C 4.19811 0.34572 -2.62378  -0.39
H -2.35002 -1.43125 2.12520  0.34
H 3.76673 -0.49176 -3.16102  0.41
C -3.06324 -2.75276 -1.53615  -0.76
H 5.28113 -3.87895 -0.30207  0.46
C 5.90297 2.03363 -2.43624  -0.47
C -1.11017 3.41544 -4.15885  -0.72
H -2.79601 4.73707 -4.17526  0.43
H 3.85019 2.13954 0.24890  0.34
H 5.73040 0.65907 -4.07873  0.43
P 2.18089 -0.04988 -0.81810  1.74
H 4.74740 -1.48144 -0.47466  0.49
C -1.09480 1.77792 -2.41354  1.08
H -2.08432 -3.04495 -4.76644  0.45
H -1.39966 0.88506 1.48210  -0.22
H -0.38731 -0.55653 3.14227  0.27
C -2.29292 -1.65740 -1.17326  -0.02
H 0.56609 -2.44296 -0.73228  0.15
H -3.85033 3.73244 -2.17397  0.55
C -2.97291 -3.25784 -2.82539  -0.53
H -2.76832 1.83499 -1.04236  0.38
C 3.67108 0.77222 -1.40293  0.33
O -5.50407 2.84767 3.24855  -0.68
C -2.31951 3.90329 -3.67771  -0.55
C -0.47959 2.36021 -3.52006  -0.38
C -2.22686 4.48655 2.52593  -0.73
H -3.56930 -4.11335 -3.11219  0.44
H -1.43329 -2.87684 1.70324  0.40
C -0.59510 2.80226 2.01660  0.19
C -1.63203 1.89649 1.82594  1.85
C -3.23773 3.55018 2.34789  -0.08
H -3.74190 -3.20570 -0.82543  0.47
C 1.90987 -4.10312 -0.56039  -0.81
C 2.62314 -1.80284 -0.62822  0.53
C 3.94822 -2.21164 -0.49297  -0.70
C -1.53946 -2.08337 2.44908  -0.71
H 1.74296 -1.65534 3.02440  0.43
C -1.91991 -2.67343 3.80198  -0.99
S -4.98148 3.97989 2.50712  1.25
H 0.36185 -1.99283 5.10023  0.39
O -5.36482 4.01736 1.10168  -0.63
H -2.82667 -3.27267 3.74043  0.44
P -0.42196 0.33866 -1.61225  -0.09
H -2.06694 -1.89167 4.54739  0.39
H 5.84949 3.25763 -0.67664  0.45
N -0.79584 -3.54678 4.29691  -0.08
N 0.76615 2.31763 1.82605  -0.27
C 4.25081 -3.56356 -0.39437  -0.76
Pd 0.27799 0.25414 0.57736  -0.10
H 1.28575 -3.45167 4.70579  0.47
H 0.47618 2.00733 -3.88630  0.30
C 4.26278 1.81582 -0.69873  -0.18
C 0.50043 -2.78141 4.36065  -0.95
C 5.31315 0.98421 -3.13551  -0.88
H 1.44794 0.02016 -3.11997  0.36
C 5.38457 2.44618 -1.21915  -0.76
H 3.47907 -5.56145 -0.39393  0.44
H 1.12306 -4.84441 -0.62242  0.53
H -2.49436 5.50101 2.79052  0.55
H -0.09820 4.82875 2.51161  0.49
C -1.44617 -1.06099 -2.10398  0.44
H -0.68332 -4.34217 3.66314  0.39
H 6.77467 2.52678 -2.84432  0.43
O -4.96843 5.24953 3.19282  -0.67
C -2.13431 -2.65752 -3.75803  -0.84
C -0.89540 4.10785 2.36780  -0.60
H -2.36903 -1.23918 -0.17507  0.36
H -3.76962 1.54987 1.83627  0.42
N 1.14260 0.06327 -2.15539  0.28
H -0.74751 -1.07536 -4.14645  0.39
C 1.60095 -2.75635 -0.63369  -0.38
H 1.22821 2.18985 2.72115  0.27
H -0.65137 3.86651 -5.02796  0.44
C 3.23685 -4.50810 -0.43991  -0.57
N -0.27599 -1.33694 2.49473  0.34
H 0.94014 -3.01340 2.25637  0.32
H 1.31656 2.99811 1.31218  0.33
C 0.80441 -2.20597 2.98184  -0.77
C -2.30743 2.27413 -1.92099  -0.56
C -1.37595 -1.55452 -3.40399  -0.42
C -2.91763 3.33950 -2.55582  -0.82

The frontier orbital gap is 3.20 eV. The calculation puts the HOMO energy at -11.3 eV. The calculation puts the energy above the lowest of the compared OMol25 structures with the same formula, charge and spin at 189.9 kJ/mol. Its total charge is +2.

Computed, not measured: one molecule with the formula C18H8ClF9N4, with ωB97M-V/def2-TZVPD.

Each line ends with the Mulliken charge.
Geometry (Å):
F 4.27379 1.84231 -2.39395  -0.28
F -3.14188 1.69127 -2.27568  -0.21
N -0.59083 -0.11875 0.69954  0.04
C -2.93338 -1.71324 2.03334  0.48
C 4.23754 -0.87329 1.87209  0.86
C -1.54041 -3.80035 3.08071  0.53
C -1.65401 -3.76404 1.75916  -0.84
Cl -0.57331 -5.03898 3.89792  -0.23
H -2.56378 -2.74160 0.16858  0.35
C -3.66587 -0.60600 1.29601  -0.50
H -1.11167 -4.54327 1.16132  0.35
H -3.42856 -0.93670 3.98782  0.38
C 3.52466 0.60633 0.04537  -0.87
N -1.52241 0.73857 0.21603  -0.32
F 4.04131 -2.23812 1.48220  -0.25
H 1.29875 -1.17535 2.11399  0.53
C 2.94369 1.63219 -2.24011  0.92
C -2.14209 -2.83864 4.02533  -0.98
F 2.29390 2.78204 -2.54287  -0.25
H -2.05984 -3.06730 5.04261  0.51
F 3.90329 -0.60899 3.20608  -0.26
F -3.08245 3.13903 -0.62390  -0.27
F 5.42601 -0.38220 1.57542  -0.23
C 1.17676 0.99344 -0.56718  -0.41
C 1.70003 -0.46987 1.37722  -0.68
C 2.59497 1.19296 -0.82567  -0.04
C -2.32465 -2.69165 1.25141  0.18
N -5.05326 0.37908 0.13780  0.30
N -4.96376 -0.49799 1.14200  -1.00
H -5.94133 0.58200 -0.24053  0.21
C -3.76655 2.05042 -1.22932  1.19
C -2.85190 0.33728 0.42320  1.21
C 0.74141 0.20313 0.53371  0.00
C 3.04921 -0.15954 1.17947  0.20
C -2.84381 -1.71054 3.41359  -0.20
H 0.50828 1.51155 -1.25101  0.52
H 4.55801 0.57618 -0.21910  0.51
F 2.63783 0.63090 -3.04400  -0.22
C -3.86031 0.99866 -0.24005  -0.95
F -5.12002 2.31163 -1.54628  -0.31

Its SMILES is FC(F)(F)c1cc(/N=N/c2c(-c3ccc(Cl)cc3)n[nH]c2C(F)(F)F)cc(C(F)(F)F)c1. The frontier orbital gap is 7.51 eV. The calculation puts the HOMO energy at -9.0 eV. Its total charge is 0.

Computed, not measured: one molecule with the formula BH3O3, with ωB97M-V/def2-TZVPD.

Each line ends with the Mulliken charge.
Geometry (Å):
H 2.25195 -0.60252 -0.34363  0.35
O -0.23924 1.33254 -0.75925  -0.45
O -0.28456 -1.00105 0.58242  -0.59
H -0.64058 -0.51103 1.34594  0.26
O 1.69653 0.10531 -0.76173  -0.39
H -0.83590 1.35393 -0.02133  0.28
B 0.47780 0.23564 -0.41981  0.53

Its SMILES is OB(O)O. The frontier orbital gap is 11.04 eV. The calculation puts the HOMO energy at -10.8 eV. The calculation puts the energy above the lowest of the compared OMol25 structures with the same formula, charge and spin at 175.1 kJ/mol. Its total charge is 0.